No. 1
{"formula": "C29H32NOW", "method": "ωB97M-V/def2-TZVPD", "species": ["C", "C", "C", "H", "C", "C", "H", "C", "C", "C", "H", "C", "C", "H", "H", "H", "H", "H", "H", "W", "C", "C", "C", "H", "H", "H", "H", "H", "H", "C", "C", "H", "H", "O", "N", "C", "H", "C", "C", "H", "C", "H", "C", "H", "C", "H", "C", "H", "H", "H", "C", "C", "C", "C", "C", "C", "C", "H", "H", "H", "H", "H", "H", "H"], "coordinates": [[2.2595, -0.1453, 1.7739], [2.2272, -0.9099, 0.5868], [1.8519, -0.0535, -0.5038], [2.5299, -1.9485, 0.4828], [1.6581, 1.2781, 0.0521], [1.9277, 1.1921, 1.4542], [1.4953, 2.1830, -0.5243], [-0.9537, -1.8300, 2.3926], [0.1462, -2.5333, 1.8904], [0.0164, -2.6462, 0.4701], [0.9304, -2.9752, 2.4950], [-1.1844, -1.9775, 0.0858], [-1.7918, -1.4116, 1.2938], [2.0009, -0.2712, -1.5551], [1.9627, 2.0332, 2.1383], [2.5639, -0.5113, 2.7509], [-2.8136, -1.0267, 1.3665], [0.6457, -3.2146, -0.2178], [-1.1831, -1.6840, 3.4446], [-0.2224, -0.0622, 0.4724], [-1.6577, -1.6441, -1.2932], [-3.1827, -1.8009, -1.3045], [-0.9946, -2.4953, -2.3709], [-3.4381, -2.7989, -0.9223], [-3.5527, -1.7033, -2.3209], [-3.6934, -1.0596, -0.6783], [-1.1082, -3.5616, -2.1342], [0.0759, -2.2712, -2.4972], [-1.5146, -2.2725, -3.3072], [-1.1576, -0.1949, -1.4517], [-1.8271, 0.5730, -2.5767], [-0.0581, -0.1811, -1.6624], [-1.5114, 0.4922, -0.5336], [-3.0052, 0.2793, -2.7888], [-1.1893, 1.5013, -3.3435], [-0.0451, 2.3515, -3.0173], [-1.8237, 1.8637, -4.0483], [1.2494, 1.7284, -3.4850], [2.4338, 2.3647, -3.1209], [2.3691, 3.3098, -2.5770], [3.6491, 1.7848, -3.4534], [4.5669, 2.2737, -3.1440], [3.6811, 0.5950, -4.1884], [4.6392, 0.1470, -4.4563], [2.4903, -0.0170, -4.5897], [2.4958, -0.9362, -5.1702], [1.2602, 0.5597, -4.2542], [0.3173, 0.1193, -4.5905], [-0.0366, 2.5532, -1.9234], [-0.2039, 3.3252, -3.5187], [-0.8435, 1.3017, 2.2375], [-0.8710, 0.9790, 3.6819], [0.2993, 0.9323, 4.4667], [0.2468, 0.5682, 5.8130], [-0.9807, 0.2967, 6.4333], [-2.1575, 0.4071, 5.6800], [-2.1024, 0.7488, 4.3308], [-1.8714, 1.4060, 1.8335], [-0.2810, 2.2343, 2.0564], [1.2640, 1.1915, 4.0322], [1.1714, 0.4934, 6.3943], [-1.0198, 0.0055, 7.4910], [-3.1217, 0.2174, 6.1561], [-3.0270, 0.8478, 3.7670]], "nbo_charge": [-0.22, -0.20, -0.40, 0.25, -0.41, -0.13, 0.26, -0.09, -0.29, -0.09, 0.25, -0.20, -0.44, 0.28, 0.26, 0.25, 0.28, 0.25, 0.27, 1.16, -0.03, -0.59, -0.61, 0.22, 0.25, 0.22, 0.24, 0.21, 0.24, -0.57, 0.69, 0.32, 0.19, -0.59, -0.61, -0.24, 0.43, -0.07, -0.21, 0.22, -0.19, 0.23, -0.23, 0.23, -0.15, 0.22, -0.26, 0.23, 0.20, 0.24, -0.68, -0.06, -0.17, -0.22, -0.22, -0.20, -0.22, 0.21, 0.22, 0.19, 0.22, 0.23, 0.23, 0.21], "energy_ha": -1320.947123, "multiplicity": 3, "e_homo_ev": [-10.79, -11.02], "homo_lumo_gap_ev": [7.10, 7.02], "relative_energy_kj_mol": 36.3, "charge": 1}

***

No. 2
{"formula": "C2H7NO2", "method": "ωB97M-V/def2-TZVPD", "species": ["C", "C", "N", "O", "H", "H", "H", "H", "H", "H", "H", "O"], "coordinates": [[0.4756, 1.1073, 0.2311], [-0.8239, 0.2548, 0.5956], [-0.3762, -1.0719, 0.5577], [-1.3264, 0.7348, 1.6497], [0.1485, 2.1371, 0.1046], [1.2013, 1.0170, 1.0408], [0.9275, 0.6326, -0.6619], [0.1608, -1.4062, -0.2561], [-1.4094, 0.2777, -0.3512], [0.8031, -0.9448, -2.5983], [-0.6354, -1.6869, 1.3216], [0.8544, -1.0514, -1.6335]], "nbo_charge": [-0.49, 0.19, -0.55, -0.44, 0.23, 0.23, 0.31, 0.47, 0.32, 0.45, 0.40, -1.13], "energy_ha": -285.410469, "multiplicity": 1, "e_homo_ev": -8.90, "homo_lumo_gap_ev": 5.17, "relative_energy_kj_mol": 686.1}

***

No. 3
{"formula": "C7H14NO5S", "method": "ωB97M-V/def2-TZVPD", "species": ["C", "C", "O", "C", "S", "C", "C", "C", "C", "O", "O", "O", "N", "O", "H", "H", "H", "H", "H", "H", "H", "H", "H", "H", "H", "H", "H", "H"], "coordinates": [[-2.8679, -0.7388, 0.3391], [-2.6121, 0.7172, -0.4221], [-3.9880, 1.2586, -0.6798], [-1.8613, 1.8319, 0.5167], [-0.0075, 1.6214, 0.6773], [0.6486, 0.1497, -0.2773], [2.2779, 0.0288, 0.0814], [3.1324, -0.7107, -1.1196], [3.3529, -2.3235, -0.9023], [3.2256, -2.9824, 0.2566], [3.6812, -3.1441, -2.1148], [0.3330, 1.2503, 2.3415], [-0.3587, 2.0698, 3.1539], [-1.0219, 1.2865, 3.8583], [-3.5184, -1.3753, -0.4315], [-3.4768, -0.5283, 1.3208], [-1.8891, -1.3550, 0.5162], [-2.1193, 0.6105, -1.4819], [-3.9578, 1.9583, -1.3963], [-2.0572, 2.8907, 0.0105], [-2.4441, 1.8553, 1.5490], [0.1939, -0.8939, 0.0523], [0.5853, 0.3217, -1.4496], [2.4371, -0.5390, 1.1192], [2.7047, 1.1230, 0.2073], [2.5491, -0.5314, -2.1294], [4.2234, -0.2298, -1.1769], [2.8351, -3.6213, -2.4185]], "nbo_charge": [-0.66, 0.09, -0.72, -0.64, 1.08, -0.59, -0.43, -0.52, 0.77, -0.53, -0.73, -0.47, 0.37, -0.18, 0.26, 0.25, 0.22, 0.20, 0.49, 0.29, 0.31, 0.29, 0.30, 0.28, 0.24, 0.24, 0.29, 0.51], "energy_ha": -1103.673057, "multiplicity": 1, "e_homo_ev": -13.59, "homo_lumo_gap_ev": 7.87, "relative_energy_kj_mol": 732.2, "charge": 1}

***

No. 4
{"formula": "C35H33GeN7PbS", "method": "ωB97M-V/def2-TZVPD", "species": ["Pb", "C", "C", "N", "C", "C", "C", "C", "C", "C", "C", "N", "C", "C", "C", "C", "C", "C", "C", "C", "N", "C", "H", "H", "H", "H", "H", "H", "H", "H", "H", "H", "H", "H", "S", "C", "N", "N", "C", "C", "C", "C", "C", "C", "N", "N", "C", "C", "C", "C", "C", "C", "H", "H", "H", "H", "H", "H", "H", "H", "H", "H", "H", "C", "Ge", "C", "C", "C", "H", "H", "H", "H", "H", "H", "H", "H", "H", "H"], "coordinates": [[-0.1967, 1.0661, 0.4452], [-1.3032, 0.8025, 5.1846], [-0.9781, 1.3560, 3.9334], [-1.2932, 0.7676, 2.8034], [-1.9451, -0.4199, 2.8136], [-2.2516, -1.0827, 4.0181], [-1.9206, -0.4171, 5.2180], [-2.8660, -2.3573, 3.9740], [-3.1188, -2.9252, 2.7615], [-2.8395, -2.2523, 1.5491], [-2.3056, -0.9815, 1.5352], [-2.0953, -0.1746, 0.4363], [-3.0515, 0.1188, -0.5100], [-4.0516, -0.7183, -0.9666], [-5.0422, -0.2696, -1.8675], [-5.0660, 1.0100, -2.3346], [-4.0586, 1.9075, -1.9097], [-4.0022, 3.2588, -2.3167], [-3.0152, 4.0783, -1.8498], [-2.0485, 3.5464, -0.9773], [-2.0768, 2.2926, -0.5928], [-3.0563, 1.4630, -1.0275], [-1.0440, 1.3289, 6.0929], [-0.4359, 2.2930, 3.8610], [-2.1564, -0.8913, 6.1641], [-3.1212, -2.8624, 4.8974], [-3.5490, -3.9178, 2.7164], [-3.0401, -2.7543, 0.6159], [-4.0926, -1.7391, -0.6277], [-5.7992, -0.9726, -2.1937], [-5.8390, 1.3502, -3.0123], [-4.7550, 3.6304, -3.0028], [-2.9500, 5.1146, -2.1512], [-1.2189, 4.1348, -0.6006], [0.0601, 0.3006, -2.0770], [1.0522, -1.1328, -1.8720], [1.5764, -1.7803, -2.8757], [1.3768, -1.3083, -4.0866], [1.9273, -1.9359, -5.2127], [2.6209, -3.1367, -5.1095], [3.1389, -3.7216, -6.2539], [2.9759, -3.1245, -7.4973], [2.2872, -1.9229, -7.5889], [1.7631, -1.3270, -6.4530], [1.3842, -1.7688, -0.6825], [1.0463, -1.2780, 0.4037], [1.4436, -2.0638, 1.5388], [2.0977, -3.2898, 1.4276], [2.4299, -3.9952, 2.5703], [2.1142, -3.4946, 3.8304], [1.4782, -2.2686, 3.9385], [1.1514, -1.5537, 2.7950], [0.8396, -0.4536, -4.1964], [2.7420, -3.5918, -4.1367], [3.6784, -4.6570, -6.1740], [3.3801, -3.5906, -8.3865], [2.1601, -1.4408, -8.5499], [1.2239, -0.3883, -6.5190], [2.3306, -3.6725, 0.4439], [2.9395, -4.9462, 2.4803], [2.3697, -4.0567, 4.7194], [1.2329, -1.8642, 4.9127], [0.6747, -0.5852, 2.8784], [4.0151, 2.1995, 1.5220], [2.4582, 3.3806, 1.3837], [1.7218, 3.7054, 3.1692], [3.0867, 5.0737, 0.6164], [1.0251, 2.9346, 0.1534], [4.8284, 2.7112, 2.0409], [4.3575, 1.9201, 0.5247], [3.7686, 1.2884, 2.0707], [2.3992, 4.2893, 3.7940], [1.5247, 2.7582, 3.6774], [0.7813, 4.2516, 3.0676], [3.9211, 5.4439, 1.2164], [2.2947, 5.8225, 0.6096], [3.4344, 4.9238, -0.4067], [1.4714, 2.5626, -0.7855]], "mulliken_charge": [0.95, -0.95, -0.30, -0.21, 0.74, 1.39, -0.69, -0.94, -1.01, -0.44, -0.70, 0.29, 0.35, -0.67, -1.08, -0.89, 0.93, -0.60, -0.89, -0.22, 0.08, 0.58, 0.43, 0.54, 0.43, 0.41, 0.40, 0.59, 0.13, 0.39, 0.39, 0.42, 0.40, 0.49, -0.41, -0.04, -0.37, 0.29, 0.55, -0.32, -0.49, -0.54, -0.48, -0.50, -0.52, 1.06, -0.32, -0.36, -0.63, -0.53, -0.63, 0.38, 0.21, 0.40, 0.35, 0.37, 0.35, 0.34, 0.49, 0.39, 0.40, 0.42, -0.05, -1.14, 0.47, -1.24, -1.27, -0.89, 0.37, 0.36, 0.32, 0.45, 0.37, 0.35, 0.37, 0.37, 0.37, 0.17], "energy_ha": -4404.660696, "multiplicity": 1, "e_homo_ev": -7.10, "homo_lumo_gap_ev": 6.60, "relative_energy_kj_mol": 209.3}

***

No. 5
{"formula": "C7H26O7", "method": "ωB97M-V/def2-TZVPD", "species": ["C", "O", "H", "H", "H", "C", "O", "H", "H", "H", "C", "O", "H", "H", "H", "H", "C", "O", "H", "H", "H", "H", "C", "O", "H", "H", "H", "H", "C", "O", "H", "H", "H", "H", "C", "O", "H", "H", "H", "H"], "coordinates": [[-2.8594, -0.2674, -2.8152], [-2.5222, -1.6459, -2.7967], [-3.1875, 0.1600, -1.8676], [-2.1757, 0.3538, -3.3938], [-3.8550, -0.1564, -3.2448], [-0.4048, -0.2028, 0.7608], [-0.6705, -1.5611, 0.8173], [0.5595, -0.0937, 0.2645], [-1.1678, 0.4195, 0.2932], [-0.4451, 0.2636, 1.7452], [-4.0799, -1.7528, 2.1826], [-3.7899, -2.0339, 0.8243], [-5.1141, -1.4828, 2.3959], [-3.9908, -2.6432, 2.8051], [-3.4133, -1.0264, 2.6475], [-2.9228, -1.6610, 0.6490], [-0.7686, 3.4927, -2.0127], [-0.6572, 2.9219, -3.3166], [-1.1510, 2.8657, -1.2073], [0.1891, 3.9023, -1.6915], [-1.3889, 4.3884, -2.0421], [-0.9884, 2.0241, -3.2410], [2.1255, 0.9716, -2.4385], [1.1677, -0.0537, -2.3927], [3.0498, 0.5590, -2.8430], [1.7264, 1.7830, -3.0472], [2.2371, 1.3806, -1.4344], [0.9419, -0.3479, -3.2782], [1.6800, -1.7519, 3.7828], [1.2789, -2.5970, 2.6986], [2.5457, -1.1214, 3.5801], [0.8917, -1.0565, 4.0712], [1.9062, -2.3488, 4.6663], [0.5135, -2.2560, 2.2300], [3.8585, 0.2491, 0.9162], [4.6276, 0.0036, 2.1127], [4.2758, 0.8923, 0.1414], [3.6836, -0.6931, 0.3968], [2.8496, 0.5877, 1.1519], [5.4450, -0.4653, 1.9295]], "nbo_charge": [-0.33, -0.25, 0.22, 0.14, 0.21, -0.23, -0.99, 0.12, 0.08, 0.09, -0.25, -0.75, 0.14, 0.15, 0.17, 0.52, -0.26, -0.73, 0.19, 0.16, 0.16, 0.47, -0.25, -0.71, 0.15, 0.17, 0.18, 0.46, -0.25, -0.77, 0.16, 0.16, 0.14, 0.52, -0.27, -0.73, 0.15, 0.18, 0.21, 0.46], "energy_ha": -808.762177, "multiplicity": 2, "e_homo_ev": [-3.05, -3.00], "homo_lumo_gap_ev": [5.90, 4.56], "relative_energy_kj_mol": 131.1, "charge": -1}